No. 1
9
Properties=species:S:1:pos:R:3:forces:R:3 method="wB97M-V/def2-TZVPD" e_homo_ha=-0.3818 e_tot_ha=-229.8963 de_lowest_kcal_mol=82.6 multiplicity=1
O 0.047 1.641 1.046 0.3 0.1 1.0
C 0.433 -1.127 0.253 0.0 -0.1 0.1
C -0.291 1.437 -0.067 0.1 -1.2 -0.2
C -0.398 -0.148 -0.497 1.6 0.0 1.4
C -1.328 0.110 -1.286 -1.6 0.4 -1.5
H 0.146 -2.145 -0.018 0.0 0.2 0.0
H -0.379 2.212 -0.792 -0.3 0.6 -0.8
H 1.494 -0.990 0.035 -0.1 0.0 0.0
H 0.276 -0.990 1.325 0.0 0.0 -0.1

=====

No. 2
50
Properties=species:S:1:pos:R:3:forces:R:3 method="wB97M-V/def2-TZVPD" e_homo_ha=-0.3991 smiles="COc1ccc(NC(=O)C[N@@H+](C)CCOc2ccc(Cl)cc2)cc1OC" e_tot_ha=-1608.8275 total_charge=+1 de_lowest_kcal_mol=0.0 multiplicity=1
Cl 2.827 -4.422 -0.167 0.1 -0.1 0.0
O -1.585 -0.886 1.427 0.2 0.1 0.1
O 3.285 2.212 1.798 -0.4 -0.1 -0.1
O 4.077 1.123 -0.751 -0.2 0.2 0.4
O -3.398 1.939 0.874 0.0 0.2 0.2
N -1.210 2.329 0.530 0.0 0.6 0.4
N -3.734 -0.032 -0.567 -0.4 0.5 0.6
C 1.118 2.254 1.039 0.1 -0.1 -0.2
C 4.692 2.125 1.672 0.6 0.0 0.1
C -2.445 0.638 -0.833 0.6 0.4 0.0
C -0.840 -3.125 0.723 -0.2 0.2 0.1
C 2.453 1.974 0.766 -0.2 0.0 -0.2
C 0.447 1.621 -1.167 -0.2 0.1 0.2
C 0.109 2.057 0.102 0.7 -0.2 -0.2
C -0.614 -1.802 1.074 0.3 0.0 -0.1
C 0.225 -3.931 0.352 0.3 0.0 0.0
C -3.593 -1.355 0.079 0.4 -0.5 0.6
C -2.934 -1.272 1.466 -0.3 -0.1 -0.1
C 4.440 0.619 -2.018 0.1 -0.1 -0.2
C 1.771 1.325 -1.452 0.2 -0.1 0.1
C 2.785 1.460 -0.513 0.0 0.0 0.0
C 1.511 -3.419 0.322 -0.3 0.1 0.1
C -2.349 1.711 0.270 -0.3 -0.5 -0.3
C -4.625 -0.088 -1.732 -0.4 0.0 -0.6
C 0.687 -1.299 1.064 -0.3 0.0 0.0
C 1.744 -2.100 0.688 -0.1 -0.1 0.0
H 4.254 1.350 -2.809 0.0 0.0 0.0
H -3.059 -2.235 1.974 0.0 0.1 -0.1
H -4.589 -1.784 0.201 0.0 0.1 -0.1
H -4.124 0.678 0.161 0.2 -0.5 -0.5
H -3.432 -0.503 2.066 0.0 -0.2 0.0
H -3.008 -2.000 -0.583 -0.1 0.1 0.0
H -5.598 -0.477 -1.438 0.1 0.0 0.1
H 5.065 2.774 0.879 0.0 0.0 0.1
H -0.279 1.541 -1.956 -0.1 0.0 -0.1
H 5.078 2.466 2.632 0.0 0.0 -0.1
H -4.767 0.911 -2.140 0.1 0.0 0.1
H 0.849 -0.278 1.364 0.0 0.1 0.0
H 2.747 -1.706 0.685 0.1 0.0 0.0
H 5.019 1.100 1.491 0.0 0.1 0.0
H 2.009 0.978 -2.444 0.1 0.0 -0.1
H 5.508 0.423 -1.953 -0.1 0.0 -0.1
H -1.599 -0.047 -0.794 -0.1 0.0 -0.1
H -1.826 -3.562 0.748 -0.1 0.0 0.0
H 0.049 -4.961 0.085 0.0 -0.1 0.0
H 3.913 -0.314 -2.243 0.0 0.0 0.0
H -1.264 2.975 1.312 -0.2 -0.1 -0.2
H 0.890 2.624 2.026 0.0 0.0 0.2
H -2.477 1.126 -1.808 -0.1 -0.1 0.1
H -4.204 -0.735 -2.501 0.1 0.0 0.1